# 1
Computed, not measured: a 2-piece molecular cluster, C21H41BBrF3IN5O3PS overall, with ωB97M-V/def2-TZVPD.

```
78
Properties=species:S:1:pos:R:3:forces:R:3:lowdin_charge:R:1
C 3.426 -0.370 -0.434 1.4 0.1 -0.1 -0.140
C 3.518 -1.397 -1.730 -0.8 0.9 -0.5 -0.234
C 2.084 -2.208 -2.009 1.4 -0.2 -0.3 -0.199
C 1.231 -1.264 -3.042 0.1 -0.5 0.3 -0.178
C -0.394 -1.490 -3.012 0.9 -1.0 -1.4 -0.131
N -1.040 -0.122 -2.739 -0.6 1.0 5.0 -0.063
C -1.297 0.256 -1.415 -0.6 0.8 -2.2 -0.035
C -1.028 -0.628 -0.047 0.6 0.1 -0.2 -0.071
C -2.368 -1.340 0.575 -1.5 0.2 0.7 -0.084
C -3.713 -1.224 -0.355 -1.4 -1.3 -2.4 -0.034
F -4.869 -0.421 0.192 3.9 -1.9 -2.0 -0.041
C -3.940 -1.868 -1.677 -0.2 2.2 2.9 -0.023
F -3.201 -3.093 -2.081 -2.6 4.6 0.7 -0.005
F -4.946 -1.194 -2.580 3.4 -3.3 2.8 -0.038
C -1.930 1.768 -1.432 0.3 -2.4 0.7 -0.334
B -2.873 2.293 -0.192 -1.6 0.6 2.6 -0.504
N -4.085 3.236 -0.338 1.5 -1.6 -0.5 0.108
O -2.563 1.899 1.228 -1.4 -0.6 -3.0 0.000
P -0.337 2.857 -1.163 3.6 0.4 1.1 0.847
N -0.666 4.083 0.140 0.9 -1.4 -1.0 -0.151
O 0.957 1.878 -0.466 -3.3 1.1 2.4 -0.355
C -2.321 2.123 -2.984 -0.6 -0.2 1.7 -0.655
N -3.791 2.318 -3.283 1.8 -0.8 0.5 -0.031
Br -1.653 4.045 -3.113 -1.3 -0.1 -1.8 0.744
C -1.470 0.953 -3.760 0.0 -1.5 -1.0 -0.532
S -2.780 -0.037 -4.739 0.1 -0.3 -0.7 0.839
C -0.184 1.347 -4.696 0.7 -0.6 -0.5 -0.173
C -0.523 2.297 -5.988 -4.7 -1.2 -4.4 -0.669
O -1.446 2.073 -6.927 6.0 1.1 6.7 -0.109
I 0.736 4.124 -6.207 -0.8 -1.4 0.2 0.764
H 4.481 -0.446 0.114 -2.4 0.2 -0.9 0.091
H 3.350 0.767 -0.782 -0.2 -2.6 0.8 0.076
H 2.569 -0.647 0.324 1.7 0.5 -1.5 0.052
H 3.654 -0.692 -2.681 0.0 -1.7 1.9 0.110
H 4.446 -2.109 -1.680 -2.0 1.3 0.1 0.112
H 1.547 -2.458 -1.000 0.9 0.7 -1.9 0.092
H 2.376 -3.259 -2.491 -0.9 2.3 0.9 0.127
H 1.612 -1.510 -4.127 -0.7 0.7 2.2 0.131
H 1.442 -0.135 -2.780 -0.3 -2.3 -0.5 0.112
H -0.687 -1.918 -4.086 0.2 1.4 2.4 0.136
H -0.755 -2.322 -2.246 0.7 2.2 -1.4 0.140
H -0.233 -1.471 -0.218 -1.5 1.8 -0.1 0.104
H -0.564 0.090 0.785 -1.3 -1.4 -2.1 0.129
H -2.584 -0.787 1.610 0.2 -1.3 -2.5 0.140
H -2.219 -2.481 0.830 -0.1 2.3 -0.7 0.146
H -4.845 2.785 -0.903 1.1 1.1 0.4 0.075
H -3.801 4.160 -0.732 -0.6 -1.1 0.2 0.070
H -3.419 1.700 1.718 1.4 1.0 -0.9 0.121
H -0.489 5.026 -0.277 -0.1 -1.1 0.6 0.054
H -0.040 3.910 0.968 -1.0 0.5 -1.1 0.066
H 0.741 1.886 0.533 1.0 -0.5 -1.9 0.063
H -4.389 1.540 -2.928 0.9 0.7 -0.8 0.084
H -3.978 2.553 -4.282 0.4 -0.5 1.2 0.094
H -2.908 -1.333 -4.212 0.8 1.5 0.1 -0.098
H 0.728 1.818 -4.099 -2.3 -0.7 -1.0 0.115
H 0.237 0.323 -5.138 -1.1 2.2 0.8 0.141
C 3.393 -2.690 6.132 -0.1 -0.1 -0.1 -0.089
C 2.929 -1.300 5.705 0.2 -0.1 -0.1 -0.266
N 2.761 -1.151 4.257 0.0 0.2 -0.4 -0.185
C 2.610 0.241 3.828 0.3 -0.1 0.1 -0.251
C 1.374 0.996 4.308 -0.2 0.3 0.0 -0.091
C 1.860 -2.107 3.607 0.4 -0.2 0.2 -0.248
C 0.421 -2.173 4.106 -0.3 -0.1 -0.1 -0.088
H 4.309 -2.981 5.607 -0.2 0.1 0.0 0.082
H 3.606 -2.697 7.206 -0.1 0.0 -0.2 0.077
H 2.627 -3.449 5.948 0.1 0.0 0.0 0.065
H 3.697 -0.592 6.045 -0.2 0.1 -0.3 0.122
H 2.012 -1.049 6.246 -0.1 0.0 0.2 0.097
H 2.651 0.293 2.733 0.0 -0.2 0.1 0.092
H 3.495 0.797 4.165 -0.1 -0.2 0.1 0.114
H 0.475 0.678 3.776 0.0 0.0 0.1 0.043
H 1.497 2.066 4.110 0.0 -0.1 0.0 0.070
H 1.205 0.882 5.382 0.0 0.0 -0.1 0.073
H 2.298 -3.108 3.701 0.0 0.1 0.1 0.105
H 1.850 -1.922 2.525 0.2 0.2 0.1 0.095
H 0.353 -2.188 5.197 0.0 0.0 -0.1 0.074
H -0.052 -3.090 3.739 0.0 0.0 0.1 0.072
H -0.175 -1.338 3.732 0.0 0.0 0.2 0.042
```
Forces are in eV/Å.

Properties
net charge: +1
HOMO level: -10.20 eV
gap between HOMO and LUMO: 6.06 eV
spin multiplicity: 1

# 2
Computed, not measured: C21H41IN2NiSi4Te as an isolated structure, with ωB97M-V/def2-TZVPD.

```
71
Properties=species:S:1:pos:R:3:forces:R:3:mulliken_spin:R:1
C 2.614 2.897 0.658 0.4 0.0 0.6 0.006
C 3.399 1.658 0.238 0.4 0.3 -0.1 0.008
H 2.187 3.394 -0.214 0.0 0.0 0.2 0.000
H 3.234 3.640 1.192 -0.1 -0.4 -0.2 0.001
H 1.792 2.638 1.348 0.8 0.1 -0.4 0.003
H 2.839 1.056 -0.486 0.0 0.1 -0.1 -0.002
H 4.355 1.949 -0.216 -0.2 -0.2 -0.1 0.000
H 3.624 1.021 1.088 0.2 0.0 -0.1 0.000
C -2.887 1.388 -0.701 0.5 -0.4 -0.3 0.006
C -4.083 1.098 -1.335 0.2 -0.6 -0.3 0.002
C -4.136 -0.006 -2.191 0.2 0.2 0.0 0.001
C -2.981 -0.768 -2.390 0.3 0.2 0.0 0.000
H -2.793 2.249 -0.044 0.0 -0.3 -0.1 0.003
H -4.937 1.737 -1.154 0.0 -0.1 0.0 0.000
H -5.070 -0.255 -2.705 0.4 0.0 0.2 0.000
H -2.957 -1.606 -3.090 -0.3 0.3 0.3 -0.001
N -1.768 0.654 -0.874 -0.9 -0.7 -0.8 0.055
C -1.801 -0.430 -1.712 -1.4 1.3 0.5 0.008
C -0.593 -1.249 -1.734 1.4 -0.5 0.6 -0.001
N 0.440 -0.771 -0.973 0.3 -1.1 -0.7 0.017
C 1.515 -1.581 -0.783 -1.1 -0.1 -0.3 0.002
C 0.518 -3.374 -2.079 0.1 0.6 0.1 0.005
C 1.551 -2.893 -1.272 0.3 0.2 0.1 -0.003
H 2.321 -1.192 -0.167 -0.2 0.0 -0.1 0.000
H 2.406 -3.529 -1.012 -0.4 0.3 -0.2 0.000
C -0.545 -2.515 -2.349 0.2 0.4 0.2 -0.002
H -1.347 -2.807 -3.020 0.1 -0.1 0.3 -0.001
H 0.558 -4.385 -2.490 -0.1 0.4 0.1 0.001
Ni -0.081 0.920 0.220 -0.4 -1.2 0.3 1.569
I -0.563 3.265 0.896 -0.8 0.8 -0.3 0.054
C -0.049 2.952 4.507 0.1 0.5 -0.5 -0.003
Si -1.315 1.612 4.777 0.1 -1.0 -0.1 0.006
C -1.834 1.572 6.584 -0.2 0.4 0.2 0.000
C -2.812 1.805 3.664 -0.1 0.5 -0.2 0.005
Si -0.368 -0.452 4.305 0.2 -0.1 0.7 -0.001
Te -0.521 -1.117 1.988 -0.1 0.1 -1.4 0.241
Si 1.916 -0.449 4.675 -0.9 0.0 0.2 -0.009
C 2.093 0.117 6.468 0.6 0.0 0.1 0.001
C 2.499 -2.221 4.389 0.4 0.1 0.2 0.006
C 2.876 0.706 3.545 0.3 0.0 0.1 -0.005
Si -1.393 -2.179 5.579 0.3 0.9 -0.6 0.015
C -0.884 -1.961 7.386 -0.3 -0.3 0.2 0.003
C -3.259 -1.957 5.339 -0.1 -0.3 0.3 0.001
C -0.908 -3.902 4.985 -0.2 -0.1 0.1 0.006
H -0.418 3.863 4.996 0.3 0.0 0.0 0.000
H 0.018 3.181 3.421 0.0 -0.2 0.9 0.001
H 0.969 2.718 4.855 -0.5 0.1 0.1 0.001
H -2.264 2.565 6.786 0.0 -0.2 0.2 0.000
H -2.603 0.822 6.822 0.2 0.2 -0.2 0.000
H -0.991 1.431 7.277 -0.1 0.0 -0.2 0.000
H -2.516 1.847 2.606 0.0 -0.1 0.4 -0.003
H -3.551 1.002 3.772 0.2 0.1 0.2 0.000
H -3.274 2.773 3.899 -0.2 -0.1 -0.1 0.000
H 1.722 -0.621 7.190 0.1 0.2 -0.2 0.000
H 3.172 0.254 6.632 -0.2 0.1 0.3 0.000
H 1.587 1.076 6.672 0.2 -0.3 -0.2 0.000
H 2.190 -2.600 3.402 0.1 0.2 0.3 -0.001
H 3.598 -2.201 4.439 -0.1 -0.3 -0.1 0.000
H 2.141 -2.916 5.166 0.1 0.3 -0.2 0.000
H 2.637 0.513 2.495 -0.1 -0.1 0.3 0.008
H 2.701 1.772 3.742 0.0 -0.3 0.0 0.000
H 3.952 0.511 3.688 -0.2 0.1 -0.1 0.000
H -1.228 -1.013 7.827 0.1 -0.3 -0.2 0.000
H -1.362 -2.785 7.940 0.2 0.2 0.1 0.001
H 0.202 -2.042 7.536 -0.4 0.0 -0.1 0.000
H -3.537 -2.096 4.282 0.1 0.0 0.3 0.000
H -3.753 -2.742 5.935 -0.1 0.2 -0.2 0.000
H -3.645 -0.982 5.673 0.2 -0.3 -0.1 0.000
H -1.205 -4.055 3.935 0.1 0.1 0.3 -0.002
H 0.169 -4.107 5.086 -0.4 0.1 0.0 0.000
H -1.463 -4.626 5.608 0.2 0.1 -0.2 0.001
```
Forces are in eV/Å.

Properties
net charge: 0
HOMO level (spin up / spin down): -6.68 / -6.63 eV
expectation value of S²: 2.01
gap between HOMO and LUMO (spin up / spin down): 5.69 / 5.51 eV
ΔE to the lowest compared entry with this formula, charge and spin: 0.0 kcal per mole
spin multiplicity: 3

# 3
Computed, not measured: C21H41N5PPdSe as an isolated structure, with ωB97M-V/def2-TZVPD.

```
70
Properties=species:S:1:pos:R:3:forces:R:3:mulliken_spin:R:1
Pd -1.411 0.375 0.117 -1.4 -0.9 1.2 1.382
N -1.573 0.003 2.419 0.2 0.1 -0.7 0.293
C -1.210 -1.370 2.818 -0.1 -0.3 0.1 -0.001
C -2.152 -2.437 2.273 0.2 0.2 -0.2 -0.003
C -2.039 -2.721 0.780 0.0 -0.2 0.3 -0.001
N -2.582 -1.637 -0.057 0.4 0.6 0.0 0.300
H -0.932 0.671 2.837 0.0 0.1 0.0 -0.016
H -2.506 0.237 2.747 -0.1 0.1 0.0 -0.003
H -1.224 -1.440 3.909 0.1 0.1 0.0 0.019
H -0.188 -1.558 2.485 0.0 0.0 0.0 0.003
H -3.188 -2.190 2.528 0.0 -0.1 0.1 0.001
H -1.914 -3.363 2.795 -0.1 0.0 0.0 -0.001
H -2.590 -3.643 0.576 0.0 0.0 -0.1 0.017
H -0.999 -2.888 0.495 0.0 0.0 0.0 -0.006
H -3.555 -1.460 0.179 -0.1 0.1 -0.1 -0.006
H -2.551 -1.895 -1.039 -0.1 0.0 -0.1 -0.017
Se -2.665 2.922 -1.511 0.5 -0.2 -0.2 0.010
N -3.007 1.729 -0.183 0.4 -0.1 -0.1 0.097
C -4.151 2.093 0.403 0.0 0.0 -0.1 0.007
C -4.816 1.436 1.460 -0.2 0.0 0.2 -0.011
C -5.977 1.978 1.939 0.3 -0.3 0.0 -0.003
C -6.547 3.163 1.397 0.0 0.4 -0.3 0.003
C -5.952 3.823 0.365 -0.3 0.0 0.3 0.006
C -4.742 3.297 -0.160 0.4 -0.3 -0.1 0.001
N -4.076 3.836 -1.167 -0.7 0.5 0.1 0.027
H -4.429 0.508 1.860 0.0 0.0 0.0 -0.006
H -6.487 1.489 2.759 0.0 0.0 0.0 0.000
H -7.475 3.537 1.807 0.0 0.0 0.0 0.000
H -6.364 4.727 -0.060 0.0 0.0 0.0 0.000
C 2.905 -0.494 -3.251 0.2 0.1 0.0 0.006
C 1.646 -0.875 -2.494 -0.3 0.0 0.3 0.100
C 0.385 -0.245 -3.109 0.1 0.0 0.0 -0.023
C 1.487 -2.391 -2.423 0.1 -0.1 0.0 0.009
P 1.845 -0.288 -0.606 2.3 0.1 -0.9 -0.010
N 0.399 -0.458 0.050 -1.1 0.3 0.1 1.540
C 2.294 1.639 -0.447 -0.4 -0.1 0.1 0.084
C 3.798 1.788 -0.601 0.2 -0.1 0.0 0.021
C 1.556 2.368 -1.563 0.0 -0.1 -0.1 -0.028
C 1.786 2.154 0.900 0.1 -0.1 0.1 0.015
C 3.043 -1.442 0.447 -0.5 0.2 0.1 0.088
C 3.207 -0.732 1.791 0.1 0.0 0.0 -0.011
C 2.321 -2.775 0.673 0.1 -0.1 0.0 0.016
C 4.368 -1.627 -0.264 0.2 0.0 -0.1 0.011
H 2.829 -0.921 -4.256 -0.1 0.0 0.0 0.013
H 3.807 -0.911 -2.803 0.0 0.0 -0.1 0.003
H 3.030 0.580 -3.376 0.0 0.0 0.0 0.002
H -0.016 -0.937 -3.852 0.1 0.0 0.0 0.005
H 0.596 0.686 -3.628 0.0 0.1 0.1 -0.003
H -0.413 -0.070 -2.383 -0.1 0.0 0.0 0.004
H 1.275 -2.757 -3.430 0.0 0.1 0.0 0.002
H 0.659 -2.691 -1.778 0.0 -0.1 0.0 0.001
H 2.400 -2.888 -2.103 -0.1 0.0 0.0 0.001
H 4.169 1.330 -1.519 0.0 0.0 0.0 0.001
H 4.355 1.397 0.247 0.0 0.0 0.0 0.002
H 4.029 2.855 -0.665 -0.1 0.0 0.0 0.010
H 1.927 2.115 -2.552 -0.1 0.0 0.0 -0.004
H 1.718 3.440 -1.430 0.0 0.0 0.1 0.010
H 0.481 2.190 -1.511 -0.1 0.0 -0.1 0.019
H 2.259 1.680 1.755 0.0 0.0 0.0 0.002
H 0.700 2.044 0.987 0.0 0.1 0.0 -0.005
H 2.011 3.221 0.957 0.0 0.0 0.0 0.003
H 2.244 -0.537 2.268 0.0 0.0 0.0 0.002
H 3.781 0.189 1.724 -0.1 0.0 0.0 0.000
H 3.767 -1.399 2.449 0.0 0.0 0.0 0.009
H 1.286 -2.633 0.985 0.0 -0.1 0.1 -0.006
H 2.843 -3.296 1.479 0.0 0.0 0.0 0.004
H 2.346 -3.433 -0.190 0.0 0.0 0.0 0.004
H 4.881 -0.689 -0.472 0.0 -0.1 0.0 0.002
H 4.278 -2.208 -1.181 0.0 0.0 0.0 0.003
H 5.019 -2.200 0.403 0.0 0.0 0.0 0.004
```
Forces are in eV/Å.

Properties
net charge: +3
HOMO level (spin up / spin down): -17.05 / -16.99 eV
expectation value of S²: 6.03
gap between HOMO and LUMO (spin up / spin down): 7.87 / 4.66 eV
ΔE to the lowest compared entry with this formula, charge and spin: 10.3 kcal per mole
spin multiplicity: 5